Record 1
Here is one molecule with the formula C16H15N5O4 from OMol25. Energies are from the ωB97M-V functional and the def2-TZVPD basis.

LUMO in eV: -0.4
Calculated total energy in eV: -32474.4797
Energy above the lowest of the compared OMol25 structures with the same formula, charge and spin in kcal per mole: 40.8

The geometry in ORCA input format:
```
! RIJCOSX wB97M-V def2-TZVPD def2/J DEFGRID3
* xyz 0 1
O -1.013 -0.159 -3.455
O 1.120 -3.029 -2.597
N 1.780 4.834 6.018
N 1.846 5.720 5.079
N 1.520 3.595 5.494
O 2.095 -3.831 -0.123
O -1.721 -2.317 -3.269
C -1.050 -1.203 -2.864
C 0.787 -2.382 -1.604
C 1.398 3.744 4.205
C 1.408 -2.678 -0.301
C -0.219 -1.361 -1.656
C 1.304 -1.726 0.680
C -0.347 -0.458 -0.582
C 1.159 2.897 1.840
C 0.751 1.398 3.669
C 0.963 1.830 0.964
C 0.585 0.301 2.814
C 1.078 2.682 3.219
C 0.723 0.514 1.434
N 1.621 5.056 3.966
N 0.557 -0.550 0.517
C -1.474 0.524 -0.519
C -2.806 -3.656 -4.852
C -2.263 -2.270 -4.571
H 2.160 -4.268 -1.008
H 1.821 -1.890 1.628
H 1.331 3.873 1.399
H 0.666 1.240 4.748
H 1.079 1.957 -0.129
H 0.349 -0.673 3.194
H 1.472 5.464 3.050
H -2.332 0.193 -1.152
H -1.808 0.688 0.508
H -1.139 1.486 -0.957
H -1.975 -4.363 -4.869
H -3.296 -3.671 -5.808
H -3.572 -3.974 -4.099
H -1.489 -1.988 -5.305
H -3.067 -1.547 -4.706
*
```

***

Record 2
Here is C3NO5 as an isolated structure from OMol25. Energies are from the ωB97M-V functional and the def2-TZVPD basis.

LUMO (alpha / beta) in eV: 3.0 / 2.4
Calculated total energy in eV: -14834.9283
Energy above the lowest of the compared OMol25 structures with the same formula, charge and spin in kcal per mole: 147.1

The geometry in ORCA input format:
```
! RIJCOSX wB97M-V def2-TZVPD def2/J DEFGRID3
* xyz -1 1
C -0.351 0.819 -0.841
C -2.293 -0.556 0.330
C 0.476 1.280 0.022
N 3.525 -0.988 0.606
O -3.194 -1.134 -0.161
O -1.375 0.172 -1.095
O -1.720 -0.203 1.294
O 3.508 -1.314 -0.533
O 1.423 1.925 0.380
*
```

***

Record 3
Here is a 2-piece molecular cluster, C4H12N2O2 overall from OMol25. Energies are from the ωB97M-V functional and the def2-TZVPD basis.

LUMO in eV: 0.6
Calculated total energy in eV: -11417.6562
Energy above the lowest of the compared OMol25 structures with the same formula, charge and spin in kcal per mole: 36.0

The geometry in ORCA input format:
```
! RIJCOSX wB97M-V def2-TZVPD def2/J DEFGRID3
* xyz 0 1
O -0.629 -1.885 -1.954
C -1.428 -1.701 -1.006
N -1.213 -0.792 -0.077
N -4.217 -1.825 -2.605
C 0.000 0.000 0.000
C -2.670 -2.531 -0.798
C -3.392 -2.973 -2.136
H -1.992 -0.611 0.561
H -3.481 -1.454 -3.216
H -4.252 -1.202 -1.791
H 0.894 -0.644 0.057
H -0.108 0.537 0.957
H 0.150 0.740 -0.804
H -2.435 -3.440 -0.210
H -3.316 -1.885 -0.174
H -2.590 -3.207 -2.862
H -3.972 -3.901 -1.965
O -7.723 -2.842 -3.347
H -8.386 -2.538 -2.687
H -6.905 -2.341 -3.126
*
```

***

Record 4
Here is a 9-piece molecular cluster, C30H60O21 overall from OMol25. Energies are from the ωB97M-V functional and the def2-TZVPD basis.

LUMO in eV: 0.4
Calculated total energy in eV: -75076.4010
Energy above the lowest of the compared OMol25 structures with the same formula, charge and spin in kcal per mole: 67.2

The geometry in ORCA input format:
```
! RIJCOSX wB97M-V def2-TZVPD def2/J DEFGRID3
* xyz 0 1
C -1.292 2.885 2.009
O -1.400 3.775 3.114
C -1.048 3.400 4.328
O -0.867 2.257 4.701
O -1.013 4.456 5.128
C -0.638 4.086 6.443
H -1.985 2.060 2.195
H -0.254 2.596 1.904
H -1.785 3.479 1.294
H -1.513 3.501 6.907
H -0.383 4.946 6.974
H 0.200 3.421 6.399
C -2.929 -1.883 -7.215
O -3.749 -2.289 -6.148
C -3.490 -1.736 -4.907
O -3.802 -2.313 -3.944
O -2.882 -0.551 -4.940
C -2.670 -0.133 -3.658
H -2.009 -2.388 -7.192
H -2.869 -0.722 -7.282
H -3.488 -2.304 -8.126
H -2.159 0.772 -3.679
H -2.045 -0.890 -3.146
H -3.609 0.056 -3.102
C -1.840 -1.625 3.620
O -0.651 -1.412 4.343
C 0.298 -2.377 4.289
O 1.395 -2.177 4.752
O -0.152 -3.442 3.613
C 0.873 -4.577 3.593
H -2.477 -0.737 3.855
H -2.384 -2.496 3.945
H -1.714 -1.593 2.592
H 0.944 -4.917 4.650
H 1.861 -4.126 3.351
H 0.617 -5.451 2.908
C -2.360 -4.062 0.354
O -2.994 -2.896 0.852
C -2.821 -1.704 0.266
O -2.037 -1.529 -0.630
O -3.570 -0.778 0.939
C -3.613 0.535 0.548
H -1.280 -4.102 0.351
H -2.589 -4.213 -0.704
H -2.738 -4.822 1.011
H -4.642 0.776 0.211
H -2.929 0.846 -0.329
H -3.347 1.241 1.322
C 5.050 -2.396 0.454
O 4.692 -1.820 -0.819
C 4.554 -0.504 -0.844
O 4.221 0.071 -1.822
O 4.786 0.060 0.346
C 4.857 1.521 0.338
H 5.203 -3.460 0.274
H 4.275 -2.362 1.217
H 6.003 -2.027 0.954
H 5.686 1.903 -0.281
H 5.173 1.760 1.306
H 3.863 1.940 0.160
C 1.675 5.168 3.159
O 1.685 3.775 2.836
C 2.316 3.017 3.665
O 2.783 3.412 4.715
O 2.472 1.817 3.118
C 2.924 0.738 4.037
H 1.683 5.230 4.249
H 0.787 5.544 2.679
H 2.547 5.689 2.781
H 2.225 0.594 4.855
H 3.802 1.106 4.544
H 3.069 -0.172 3.450
C -0.286 3.991 -1.619
C -1.299 5.168 -1.547
C -0.745 6.174 -0.469
O 0.218 5.364 0.230
C 0.858 4.527 -0.753
H 0.004 3.870 -2.656
H -0.680 3.058 -1.201
H -2.342 4.812 -1.421
H -1.277 5.789 -2.479
H -1.506 6.436 0.206
H -0.335 7.129 -0.812
H 1.417 3.805 -0.198
H 1.616 5.055 -1.326
C -0.972 -4.028 -3.925
C -0.019 -3.478 -5.056
C 0.100 -4.723 -5.912
O -1.216 -5.346 -5.848
C -1.656 -5.235 -4.518
H -1.777 -3.280 -3.600
H -0.431 -4.239 -2.980
H 0.972 -3.238 -4.685
H -0.527 -2.689 -5.586
H 0.901 -5.346 -5.482
H 0.232 -4.579 -6.942
H -1.327 -6.174 -4.020
H -2.760 -5.132 -4.429
C 1.178 -1.676 0.101
C 1.138 -1.223 -1.433
C 0.810 0.296 -1.341
O 1.151 0.720 -0.040
C 0.777 -0.398 0.781
H 2.206 -1.839 0.410
H 0.596 -2.556 0.202
H 0.399 -1.732 -2.027
H 2.097 -1.361 -1.905
H -0.251 0.367 -1.513
H 1.372 0.834 -2.101
H -0.319 -0.419 0.947
H 1.183 -0.150 1.818
*
```

***

Record 5
Here is C22H45LuN4O2P2 as an isolated structure from OMol25. Energies are from the ωB97M-V functional and the def2-TZVPD basis.

LUMO in eV: -6.9
Calculated total energy in eV: -85781.7099

The geometry in ORCA input format:
```
! RIJCOSX wB97M-V def2-TZVPD def2/J DEFGRID3
* xyz 2 1
Lu -0.063 -0.556 0.112
P 2.021 -1.279 -1.047
P -2.402 -0.790 1.037
N -0.241 -2.979 0.189
C 1.619 -3.040 -1.421
H 1.829 -3.184 -2.486
H 2.356 -3.638 -0.862
C 0.207 -3.539 -1.111
H -0.517 -3.216 -1.870
H 0.165 -4.630 -1.031
C -1.520 -3.488 0.795
H -1.347 -3.551 1.865
H -1.690 -4.477 0.392
C -2.690 -2.531 0.490
H -3.585 -2.870 1.022
H -2.916 -2.529 -0.588
C -3.611 0.318 0.432
C -3.349 1.034 -0.909
H -3.476 0.395 -1.779
H -2.344 1.464 -0.951
H -4.041 1.882 -1.006
C -2.234 -0.791 2.822
C -1.758 0.590 3.354
H -1.044 0.442 4.162
H -2.594 1.175 3.740
H -1.258 1.165 2.563
C 3.405 -1.232 0.049
C 4.028 0.172 0.034
H 4.709 0.314 0.888
H 3.265 0.945 0.074
H 4.626 0.297 -0.875
C 2.261 -0.471 -2.626
C 2.299 1.067 -2.568
H 2.197 1.466 -3.589
H 3.228 1.453 -2.145
H 1.472 1.474 -1.991
C -0.951 -0.501 -1.770
O -1.401 -0.439 -2.898
C -3.601 -1.198 3.417
H -4.383 -1.243 2.669
H -3.534 -2.177 3.909
H -3.899 -0.477 4.187
C 4.353 -2.296 -0.492
H 5.371 -1.886 -0.553
H 4.369 -3.166 0.151
H 4.078 -2.623 -1.497
C 3.518 -1.066 -3.238
H 3.678 -0.624 -4.233
H 4.406 -0.848 -2.646
H 3.441 -2.144 -3.376
C -3.919 1.307 1.540
H -3.048 1.919 1.809
H -4.701 1.999 1.223
H -4.260 0.790 2.424
H -4.453 -0.366 0.284
H 1.380 -0.751 -3.219
H -1.476 -1.526 3.085
H 3.109 -1.486 1.093
H 0.508 -3.056 0.889
H 0.551 -0.790 1.651
C -0.657 4.917 -1.923
N -0.206 4.022 -0.832
C 0.290 4.535 0.320
C 0.736 3.735 1.289
C 0.722 2.320 1.188
N 0.162 1.791 0.106
C -0.261 2.625 -0.973
O -0.677 2.151 -2.089
N 1.263 1.635 2.175
H 0.186 5.548 -2.217
H -1.447 5.557 -1.528
H -1.020 4.387 -2.776
H 0.324 5.626 0.394
H 1.171 4.186 2.184
H 1.619 2.083 3.025
H 1.652 0.664 2.082
*
```

***

Record 6
Here is H28NeO14 as an isolated structure from OMol25. Energies are from the ωB97M-V functional and the def2-TZVPD basis.

LUMO in eV: -0.3
Calculated total energy in eV: -32629.8970
Energy above the lowest of the compared OMol25 structures with the same formula, charge and spin in kcal per mole: 9.5

The geometry in ORCA input format:
```
! RIJCOSX wB97M-V def2-TZVPD def2/J DEFGRID3
* xyz 0 1
Ne 0.086 -0.072 0.155
O 0.005 -1.417 -3.186
H -0.519 -0.620 -3.105
H 0.514 -1.290 -3.987
O 2.094 2.818 1.419
H 1.177 3.091 1.451
H 2.222 2.314 2.223
O -0.983 -3.463 0.180
H -0.515 -3.901 -0.531
H -1.755 -4.009 0.330
O -1.316 0.951 -3.376
H -1.698 1.212 -4.214
H -0.444 1.348 -3.376
O 2.577 0.850 -0.540
H 2.443 1.394 0.237
H 3.527 0.821 -0.651
O 1.949 0.072 3.150
H 2.841 -0.152 3.413
H 1.694 -0.627 2.548
O 2.620 -1.787 -1.411
H 1.901 -1.867 -2.039
H 2.636 -0.857 -1.183
O -0.960 -2.538 3.352
H -0.443 -2.401 2.558
H -1.537 -3.272 3.139
O -0.775 3.639 1.844
H -1.234 2.872 2.187
H -1.251 3.866 1.045
O -2.135 1.421 -0.649
H -1.581 1.407 -1.430
H -2.352 0.501 -0.493
O 1.294 2.381 -2.590
H 1.793 1.817 -2.000
H 1.919 2.629 -3.271
O 1.212 -2.247 1.193
H 0.420 -2.699 0.902
H 1.684 -2.045 0.385
O -2.757 -1.183 -0.008
H -2.136 -1.838 0.312
H -3.577 -1.664 -0.120
O -3.115 1.818 2.117
H -2.961 1.054 2.673
H -2.566 1.670 1.348
*
```

***

Record 7
Here is a 2-piece molecular cluster, CH2N2O2S overall from OMol25. Energies are from the ωB97M-V functional and the def2-TZVPD basis.

LUMO in eV: 0.1
Calculated total energy in eV: -18976.4735
Energy above the lowest of the compared OMol25 structures with the same formula, charge and spin in kcal per mole: 112.0

The geometry in ORCA input format:
```
! RIJCOSX wB97M-V def2-TZVPD def2/J DEFGRID3
* xyz 0 1
C 1.634 -0.721 0.057
N 1.566 -1.805 0.514
N -1.347 0.512 -0.445
O -1.702 1.731 0.107
O -1.546 -0.413 0.261
S 1.940 0.640 -0.580
H -1.344 2.372 -0.518
H 0.799 -2.317 0.604
*
```

***

> What is the calculated total energy in the third record?

-11417.6562 eV

***

> What is the formula in the sixth record?

H28NeO14